(1)
The following is a quantum chemistry calculation of a cluster of 7 separate species, C15H26Cl6N2O9 in total, from the OMol25 dataset.

Calculated values
Total energy   -112516.6822 eV
Net charge   0
LUMO energy   0.011 Eh
Orbital gap   11.056 eV
2S+1   1
Structure (SMILES)   COC(=O)OC.COC(=O)OC.COC(=O)OC.ClC(Cl)Cl.ClC(Cl)Cl.CC#N.CC#N
HOMO level   -10.75 eV

Cartesian coordinates (Å):
C1 0.7630 1.6241 0.1875
O1 0.8613 0.4877 -0.6181
C2 0.4844 0.6011 -1.8271
O2 0.0645 1.6423 -2.3547
O3 0.6136 -0.6166 -2.3642
C3 0.1916 -0.8555 -3.6473
H1 -0.2578 2.0042 0.1473
H2 1.4684 2.4153 -0.0665
H3 0.9895 1.4255 1.2350
H4 -0.6157 -0.1583 -3.8713
H5 -0.2147 -1.8580 -3.7816
H6 1.0158 -0.8231 -4.3599
C4 1.2456 -1.6393 7.3609
O4 2.0897 -0.9844 6.3828
C5 1.6062 0.0825 5.7277
O5 0.4129 0.4481 5.6117
O6 2.6011 0.6974 5.1515
C6 2.3467 1.9385 4.4946
H7 1.0246 -0.9910 8.2088
H8 1.8404 -2.4785 7.7213
H9 0.2680 -1.9628 7.0036
H10 1.6413 2.5336 5.0744
H11 1.9101 1.8216 3.5027
H12 3.2590 2.5296 4.4148
C7 -3.1366 -1.3350 -0.8615
O7 -2.2106 -1.5585 0.2409
C8 -1.1035 -2.3476 0.0507
O8 -0.9990 -2.9835 -0.9925
O9 -0.2712 -2.2750 1.0944
C9 1.0851 -2.6856 0.9064
H13 -3.7646 -2.2220 -0.7774
H14 -2.6294 -1.3127 -1.8260
H15 -3.7205 -0.4146 -0.8491
H16 1.6307 -3.0454 1.7787
H17 1.7025 -1.8478 0.5823
H18 1.1741 -3.3983 0.0865
Cl1 -1.1985 -5.6026 -5.2177
C10 0.0848 -4.6500 -6.0727
Cl2 1.5610 -4.5887 -5.1039
Cl3 -0.3791 -2.9450 -6.4749
H19 0.3392 -5.0817 -7.0407
Cl4 -1.9865 1.6022 -5.7841
C11 -2.8614 2.1496 -4.2927
Cl5 -3.7246 0.7318 -3.6686
Cl6 -3.9011 3.5835 -4.6802
H20 -2.1131 2.5396 -3.6028
C12 2.0661 3.8161 -2.7179
C13 1.2003 4.4024 -1.7498
N1 0.4820 4.9195 -0.9781
H21 1.3888 3.4675 -3.4975
H22 2.6022 2.9522 -2.3251
H23 2.6840 4.5747 -3.1985
C14 -1.8122 0.4865 2.9523
C15 -1.3359 1.8835 3.0239
N2 -0.9372 2.9906 3.0398
H24 -0.8903 -0.0914 3.0169
H25 -2.0648 0.2130 1.9279
H26 -2.5701 0.1893 3.6771


(2)
The following is a quantum chemistry calculation of an isolated molecule of C2H7N3O3S, from the OMol25 dataset.

Calculated values
Total energy   -23631.8005 eV
Net charge   0
LUMO energy   -0.003 Eh
Orbital gap   9.302 eV
Energy above the lowest of the compared OMol25 structures with the same formula, charge and spin   323.02 kJ/mol
2S+1   1
Structure (SMILES)   [H]/N=N/[C@@H](NC)S(=O)(=O)O
HOMO level   -9.39 eV

Cartesian coordinates (Å):
H1 -1.4273 1.6321 -3.3603
N1 -1.4494 1.3224 -2.4541
N2 -0.4048 0.6377 -2.2585
C1 -0.2650 0.1732 -0.9202
N3 0.8768 -0.4809 -0.6501
C2 0.8917 -0.9579 0.7103
S1 -0.3066 1.9169 -0.0100
O1 1.0782 2.2637 0.1543
O2 -1.2143 2.8835 -0.5587
O3 -0.8234 1.2690 1.4400
H2 -1.2542 -0.0985 -0.3860
H3 1.6075 0.0911 -0.8384
H4 1.7612 -0.5508 1.2470
H5 -0.0268 -0.4650 1.2943
H6 0.8813 -2.0037 0.8477
H7 -1.3500 1.9696 1.9165


(3)
The following is a quantum chemistry calculation of a cluster of 2 separate species, C6H4N4O2S in total, from the OMol25 dataset.

Calculated values
Total energy   -27174.0243 eV
Net charge   0
LUMO energy   -0.037 Eh
Orbital gap   9.423 eV
Energy above the lowest of the compared OMol25 structures with the same formula, charge and spin   19.24 kJ/mol
2S+1   1
HOMO level   -10.44 eV

Cartesian coordinates (Å):
C1 0.6403 -1.3802 3.1841
C2 -1.5195 -1.2484 2.4660
C3 0.6836 -1.7158 -0.9815
C4 0.1669 -1.9699 0.2896
C5 1.2626 -0.4773 -0.8884
C6 -0.1971 -0.6477 2.3067
N1 1.1864 -1.9878 3.9590
N2 -2.5646 -1.7158 2.5470
N3 0.2637 -0.7318 0.9220
N4 1.0857 0.1322 0.2606
O1 4.0533 1.4100 -0.7824
O2 3.1818 2.6772 0.9984
S1 3.7838 1.4203 0.6179
H1 0.5866 -2.2942 -1.8152
H2 -0.3222 -2.9395 0.6100
H3 1.6260 0.2232 -1.6663
H4 -0.2189 0.3690 2.7739


(4)
The following is a quantum chemistry calculation of a cluster of 2 separate species, C3H9N3O in total, from the OMol25 dataset.

Calculated values
Total energy   -9769.9235 eV
Net charge   0
LUMO energy   0.032 Eh
Orbital gap   9.458 eV
Energy above the lowest of the compared OMol25 structures with the same formula, charge and spin   541.83 kJ/mol
2S+1   1
HOMO level   -8.59 eV

Cartesian coordinates (Å):
C1 -0.1789 2.9489 -0.2425
C2 -0.7038 -3.9458 -0.2438
C3 0.7324 1.7790 -0.0254
N1 0.7694 -2.7489 1.1682
N2 0.0310 -3.1820 0.4207
N3 0.0691 0.6929 0.7370
O1 -0.6799 -0.1189 -0.1139
H1 -0.8861 2.9637 0.6275
H2 0.3646 3.7946 -0.1675
H3 -0.9189 3.0043 -1.0467
H4 -0.2615 -4.7826 -0.7977
H5 0.7083 0.1307 1.3503
H6 -1.8205 -3.8160 -0.2809
H7 1.2301 1.4257 -0.9673
H8 1.7318 2.1189 0.5643
H9 -0.1869 -0.2645 -0.9824


(5)
The following is a quantum chemistry calculation of a structure of composition C12H12IrNO3S3Sb, from the OMol25 dataset.

Calculated values
Total energy   -62147.0822 eV
Net charge   +1
LUMO energy (alpha / beta)   -0.141 / -0.223 Eh
Orbital gap (alpha / beta)   8.528 / 6.543 eV
<S²>   6.026
Energy above the lowest of the compared OMol25 structures with the same formula, charge and spin   0.00 kJ/mol
2S+1   5
HOMO level (alpha / beta)   -12.37 / -12.61 eV

Cartesian coordinates (Å):
Ir1 0.6019 -2.2633 0.1109
S1 3.8539 -5.3246 1.4675
Sb1 3.8557 -3.0514 1.0053
S2 2.3928 -2.9958 -0.9821
S3 1.6767 -2.4121 2.0228
O1 -0.9551 -2.4476 -1.4489
C1 -1.8342 -2.4989 -0.5422
C2 -3.3082 -2.7250 -0.6305
C3 -3.7223 -2.6974 0.8503
C4 -2.4349 -2.4634 1.6418
O2 -2.3031 -2.3884 2.8237
N1 -1.3847 -2.3372 0.7003
H1 -3.5047 -3.6743 -1.1287
H2 -3.7647 -1.9436 -1.2387
H3 -4.1645 -3.6329 1.1884
H4 -4.4256 -1.9016 1.0889
C5 -0.6998 0.8530 -1.2839
C6 0.6084 0.9467 -0.5618
O3 1.1726 -0.0672 -0.1275
C7 1.2427 2.2546 -0.3323
C8 2.5008 2.3100 0.2727
C9 3.1065 3.5290 0.5056
C10 2.4551 4.7047 0.1458
C11 1.2017 4.6600 -0.4476
C12 0.5967 3.4386 -0.6902
H5 -0.8637 -0.1636 -1.6297
H6 -0.7183 1.5209 -2.1429
H7 -1.5025 1.1602 -0.6087
H8 2.9923 1.3878 0.5496
H9 4.0831 3.5696 0.9677
H10 2.9280 5.6603 0.3301
H11 0.6978 5.5761 -0.7229
H12 -0.3803 3.4171 -1.1528


(6)
The following is a quantum chemistry calculation of a cluster of 2 separate species, C9H14 in total, from the OMol25 dataset.

Calculated values
Total energy   -9559.8786 eV
Net charge   0
LUMO energy   0.039 Eh
Orbital gap   10.108 eV
Energy above the lowest of the compared OMol25 structures with the same formula, charge and spin   29.22 kJ/mol
2S+1   1
Structure (SMILES)   Cc1ccccc1.CC
HOMO level   -9.04 eV

Cartesian coordinates (Å):
C1 -1.9923 -1.4424 1.0017
C2 -1.3574 -0.3005 0.2369
C3 -0.5545 -0.5686 -0.8543
C4 0.0225 0.4807 -1.5765
C5 -0.0905 1.7668 -1.1053
C6 -0.7174 2.0125 0.1179
C7 -1.4109 0.9981 0.7537
H1 -1.7806 -2.3827 0.4989
H2 -3.0812 -1.3173 0.9454
H3 -1.7537 -1.3431 2.0581
H4 -0.3640 -1.5864 -1.1480
H5 0.5188 0.2913 -2.5203
H6 0.3342 2.6172 -1.6095
H7 -0.6908 2.9905 0.5848
H8 -1.9520 1.2158 1.6633
C8 2.5120 -0.3832 0.9152
C9 2.4508 -1.6422 0.0278
H9 1.5116 0.0420 1.0382
H10 2.8897 -0.6562 1.8961
H11 3.0968 0.4080 0.4474
H12 2.5421 -1.3583 -1.0177
H13 1.5673 -2.2153 0.2442
H14 3.2612 -2.3273 0.2834


(7)
The following is a quantum chemistry calculation of a structure of composition C3H6AlLiO4, from the OMol25 dataset.

Calculated values
Total energy   -18183.2153 eV
Net charge   +2
LUMO energy   -0.405 Eh
Orbital gap   8.244 eV
2S+1   1
HOMO level   -19.27 eV

Cartesian coordinates (Å):
O1 2.2506 0.4562 0.7882
C1 1.2921 -0.4063 0.6390
O2 0.6514 -0.5373 -0.4048
O3 0.9105 -0.9542 1.7482
C2 -0.4971 -0.9277 2.0683
H1 -0.4989 -1.1209 3.1510
H2 -1.1129 -0.0214 2.1124
H3 -1.1700 -1.5175 1.2296
C3 2.3575 1.5173 -0.1716
H4 3.2324 2.0951 0.1335
H5 2.4958 1.1128 -1.1814
O4 -2.0930 -0.8139 -1.1919
Al1 -0.6744 -0.1531 -1.2732
Li1 -3.6084 -1.1450 -1.9366
H6 1.4413 2.1197 -0.1585


(8)
The following is a quantum chemistry calculation of an isolated molecule of C5H9N5S, from the OMol25 dataset.

Calculated values
Total energy   -23613.3849 eV
Net charge   0
LUMO energy (alpha / beta)   -0.034 / -0.034 Eh
Orbital gap (alpha / beta)   6.126 / 6.132 eV
Energy above the lowest of the compared OMol25 structures with the same formula, charge and spin   207.37 kJ/mol
2S+1   1
HOMO level (alpha / beta)   -7.06 / -7.06 eV

Cartesian coordinates (Å):
C1 -2.7969 1.4846 1.3635
C2 1.5503 -0.9175 -1.2397
C3 0.0788 -0.5398 -1.4320
C4 2.0491 -0.1195 -0.0366
C5 -0.6486 -0.6610 -0.1397
N1 -2.2917 0.2503 1.2888
N2 -2.2340 2.2762 0.3668
N3 -1.4319 1.5872 -0.2837
N4 -1.4527 0.3085 0.2628
N5 1.1194 -0.3833 1.0448
S1 -3.9029 2.0714 2.4540
H1 1.6375 -1.9849 -1.0324
H2 2.1304 -0.6872 -2.1309
H3 -0.0025 0.4876 -1.7871
H4 -0.3773 -1.2054 -2.1687
H5 3.0798 -0.3932 0.2155
H6 2.0164 0.9460 -0.2694
H7 -0.8456 -1.6314 0.2905
H8 1.2977 -1.2586 1.5205
H9 1.0247 0.3701 1.7131


no.,F_max (eV/Å)
1,4.32
2,4.91
3,3.37
4,4.27
5,0.14
6,1.49
7,5.45
8,2.04